# 1
A molecular structure, C32H38N7O9V, computed with ωB97M-V/def2-TZVPD.

Output
Total charge: -1
Spin multiplicity: 2
Frontier orbital gap (spin up / spin down) (eV): 6.3 / 6.7
F_max (eV/A): 1.302

Each line ends with the Mulliken spin population.
Cartesian coordinates (Å):
V  -0.6422  -0.0910  0.0153  1.040
O  0.1039  0.2516  -3.9089  0.012
O  -0.2652  -0.5491  -1.8280  0.006
O  -3.1376  -3.6285  -2.2361  0.001
O  2.4605  0.6256  -2.0184  -0.001
O  0.0673  -1.3504  0.9250  -0.056
O  -3.5731  2.0497  1.7970  0.007
O  -0.7945  1.6182  -0.8555  -0.018
O  -0.3499  2.8204  -2.6719  -0.001
O  4.2171  1.2610  -0.7806  0.000
N  1.3423  0.9011  0.6862  -0.018
N  2.1414  2.4306  -4.3029  0.000
N  4.1608  2.6688  -3.1507  0.000
N  -1.4530  -3.0939  -0.7162  0.001
N  -2.6392  -0.5976  -0.3518  -0.012
N  2.2605  3.8100  -2.4587  0.000
N  -1.5975  0.8851  1.5249  0.018
C  -0.9354  -6.6659  0.1104  0.000
C  -0.4405  1.7395  -2.1090  0.002
C  -0.8993  3.7646  1.5521  0.003
C  -4.4132  -1.2981  -1.7561  -0.001
C  0.4072  2.4700  4.8663  -0.002
C  -5.1646  -0.2038  -1.3838  0.000
C  1.0916  -3.4743  -1.9050  0.002
C  0.1105  3.2978  3.7957  0.002
C  0.3892  -4.5876  -1.1831  -0.003
C  2.8618  4.6580  -1.4133  0.000
C  2.8469  2.9595  -3.2843  0.000
C  -0.7299  0.6479  3.7628  -0.003
C  2.0183  1.9492  -0.1141  0.012
C  -0.1438  0.3690  -2.7323  0.000
C  2.9952  1.2142  -1.0639  -0.005
C  2.6969  3.0495  0.6843  -0.001
C  0.3389  -6.8755  -0.3913  0.000
C  -0.0218  1.1539  4.8496  0.002
C  -1.2945  -0.7454  3.8208  0.002
C  3.5393  3.9925  -0.1967  0.000
C  -3.1524  -1.5084  -1.2038  0.015
C  -2.9432  -5.2175  0.5447  0.000
C  -0.9019  -4.3817  -0.6756  0.003
C  -0.5830  2.8275  2.6829  -0.003
C  -0.9784  1.4807  2.6623  -0.003
C  0.9690  -2.1850  1.6068  0.005
C  0.9906  -5.8321  -1.0352  0.000
C  -2.8609  1.2367  1.2213  -0.006
C  -3.4133  0.4190  0.0790  0.002
C  -4.6779  0.6512  -0.4069  0.000
C  -2.5049  -2.8857  -1.4552  0.000
C  -1.5681  -5.4328  -0.0197  0.001
H  -0.7500  -1.3545  4.5442  0.000
H  4.4090  2.3659  -2.2094  0.000
H  0.6058  -3.2545  -2.8604  0.000
H  -5.2383  1.4819  -0.0020  0.000
H  -1.2837  -1.2438  2.8556  0.002
H  -2.3396  -0.7043  4.1392  0.000
H  -2.9768  -4.2995  1.1386  0.000
H  3.3658  2.5912  1.4170  0.000
H  1.1270  2.5472  -4.2304  0.000
H  0.1798  0.5041  5.6944  0.000
H  -1.9715  3.9656  1.5263  0.000
H  1.9416  3.6128  1.2449  0.000
H  1.0484  -2.5305  -1.3555  0.000
H  2.1340  -3.7312  -2.0989  0.000
H  0.9612  2.8536  5.7149  0.000
H  4.4389  3.4605  -0.4957  0.000
H  2.3582  1.4521  -4.4501  0.000
H  -6.1437  -0.0389  -1.8178  0.000
H  0.4240  4.3363  3.8096  0.000
H  2.0336  5.2830  -1.0705  0.000
H  1.0659  1.2770  1.5923  -0.002
H  1.9881  -5.9799  -1.4363  0.000
H  4.4686  1.9794  -3.8211  0.000
H  -1.4586  -7.4705  0.6185  0.000
H  -0.3693  4.7095  1.6870  0.000
H  3.8882  4.8343  0.4155  0.000
H  0.8207  -7.8400  -0.2801  0.000
H  1.2485  3.7984  -2.5087  0.000
H  -3.2412  -6.0556  1.1775  0.000
H  0.4197  -3.0593  1.9556  -0.005
H  1.2339  2.3939  -0.7099  0.007
H  2.0173  0.1635  0.8655  0.004
H  -3.6726  -5.0977  -0.2592  0.000
H  -0.6371  3.3384  0.5854  -0.001
H  1.7483  -2.5121  0.9179  -0.004
H  3.5797  5.3326  -1.8865  0.000
H  1.4017  -1.6491  2.4552  -0.002
H  -4.7560  -2.0583  -2.4415  0.000

***

# 2
A molecular structure, C32H39AsBF4N3P2S4Ti, computed with ωB97M-V/def2-TZVPD.

Output
Total charge: -2
Spin multiplicity: 3
Frontier orbital gap (spin up / spin down) (eV): 5.5 / 5.8
F_max (eV/A): 1.355

Each line ends with the Mulliken spin population.
Cartesian coordinates (Å):
As  -2.4385  2.6826  3.3500  0.023
Ti  -0.3498  1.2155  1.4797  1.940
S  -1.0676  4.3581  2.4946  -0.003
S  -4.4323  3.1461  2.8080  0.008
S  0.8341  1.4749  3.4546  -0.113
S  -1.5603  4.4383  4.5273  0.021
P  0.4954  -1.3059  -1.3047  0.053
P  1.5203  -0.6020  2.2230  0.123
F  -0.4296  1.4704  -4.6250  0.001
F  -2.6961  1.4230  -4.2638  0.000
F  -1.2541  0.8994  -2.5419  -0.003
F  -1.4054  3.0677  -3.2880  -0.001
N  -3.5285  3.2451  -0.9278  0.003
N  -3.6305  1.0768  -0.1240  0.004
N  -1.6806  2.2856  0.1646  -0.172
C  2.6057  -2.5196  0.1653  0.028
C  5.8593  1.1049  2.1295  0.001
C  2.1524  0.8209  -1.9226  -0.120
C  -1.6798  -2.4717  -4.6393  0.000
C  4.3439  -0.6425  2.7956  -0.006
C  2.1071  -2.3443  1.5949  -0.019
C  -0.7355  -1.8333  -3.8465  0.000
C  3.4506  -0.3885  -4.0466  0.000
C  3.8306  0.8834  -3.6383  0.001
C  -5.0618  1.1242  0.1156  0.002
C  -0.1258  -2.7524  6.0068  0.001
C  -2.9017  2.2119  -0.2985  0.042
C  -0.4488  -1.6712  3.8803  -0.041
C  4.7839  1.7969  1.5821  0.003
C  -2.9564  -0.0967  0.3733  0.079
C  0.9173  -1.4190  3.7659  -0.051
C  1.5176  -2.7826  -0.8586  0.000
C  -0.5990  -2.1683  -2.5026  0.001
C  1.7691  -0.4570  -2.3140  -0.016
C  -4.3614  3.0185  -2.0970  0.000
C  1.2353  -2.5073  5.9059  0.000
C  -2.3799  -3.7934  -2.7670  0.001
C  3.1804  1.4869  -2.5739  0.018
C  -1.4441  -3.1474  -1.9735  -0.002
C  3.2531  0.0491  2.2767  -0.050
C  5.6307  -0.1141  2.7434  0.000
C  3.5022  1.2837  1.6716  -0.048
C  -0.9657  -2.3325  4.9819  0.021
C  -2.9525  4.5700  -0.8260  0.000
C  2.4329  -1.0551  -3.3826  -0.002
C  -2.5004  -3.4557  -4.1082  0.000
C  1.7512  -1.8597  4.7902  -0.001
B  -1.4458  1.7166  -3.6867  0.003
H  1.6293  1.3055  -1.1049  0.137
H  4.6278  1.4044  -4.1552  0.000
H  -1.3817  -3.3963  -0.9190  0.000
H  0.8532  -3.5692  -0.4899  -0.001
H  -2.8297  -0.0604  1.4682  0.026
H  -1.9940  -0.2061  -0.1254  -0.057
H  3.2152  -1.6629  -0.1483  0.000
H  2.6632  1.8562  1.2979  0.093
H  1.9030  -2.8170  6.7024  0.000
H  1.2668  -3.0253  1.7768  -0.013
H  -1.7863  -2.1729  -5.6749  0.000
H  -5.3467  3.4787  -1.9623  0.000
H  -5.3988  2.1557  0.1398  0.000
H  3.4614  2.4820  -2.2526  0.000
H  2.8981  -2.6796  2.2724  0.007
H  -2.1365  4.7134  -1.5436  0.000
H  -3.5455  -0.9802  0.1221  -0.001
H  -5.6056  0.5693  -0.6568  0.000
H  -2.0337  -2.5042  5.0484  0.000
H  1.9603  -3.1505  -1.7886  -0.001
H  -0.5311  -3.2556  6.8767  0.000
H  4.2119  -1.6109  3.2599  0.000
H  -2.6034  4.7442  0.1919  0.000
H  -5.2776  0.6968  1.0964  -0.001
H  -4.4746  1.9556  -2.2815  0.000
H  -0.1334  -1.0427  -4.2714  0.000
H  -3.2426  -3.9433  -4.7292  0.000
H  -3.7365  5.2967  -1.0455  0.000
H  2.1404  -2.0452  -3.7146  0.000
H  -1.1820  3.0661  -0.2494  0.049
H  2.8140  -1.6636  4.7419  0.000
H  -3.8764  3.4407  -2.9775  0.000
H  -3.0256  -4.5480  -2.3330  0.000
H  6.4535  -0.6699  3.1792  0.000
H  6.8613  1.5145  2.0761  0.000
H  4.9407  2.7529  1.0967  0.000
H  -1.1194  -1.3125  3.1063  0.038
H  3.9446  -0.8598  -4.8884  0.000
H  3.2751  -3.3872  0.1349  -0.002